1.
Molecular formula: C22H76O22
Method: DFT, the ωB97M-V functional and the def2-TZVPD basis

Calculated values
- gap between HOMO and LUMO (eV) = 9.7
- HOMO level (hartree) = -0.35535
- energy (eV) = -69085.42733

Geometry (Å):
C  -0.43  -0.36  -0.13
C  0.61  0.46  0.58
O  0.31  1.85  0.56
O  -0.41  -0.13  -1.54
H  -1.43  -0.03  0.18
H  -0.42  -1.43  0.14
H  1.62  0.33  0.15
H  0.76  0.15  1.62
H  0.66  2.22  -0.27
H  0.53  -0.28  -1.78
C  -2.71  -2.70  1.58
C  -3.77  -2.10  2.49
O  -3.99  -2.98  3.60
O  -1.42  -2.78  2.17
H  -2.71  -2.14  0.64
H  -3.09  -3.69  1.34
H  -4.71  -1.99  1.96
H  -3.52  -1.12  2.92
H  -3.16  -2.90  4.11
H  -1.40  -3.66  2.56
C  0.35  5.34  1.16
C  -0.34  6.69  1.01
O  -0.31  7.45  2.21
O  -0.52  4.38  1.78
H  1.28  5.45  1.73
H  0.61  4.94  0.17
H  -1.33  6.55  0.57
H  0.29  7.25  0.31
H  -0.38  6.82  2.94
H  -0.17  3.52  1.52
C  0.57  -2.34  4.85
C  -0.55  -2.43  5.88
O  -1.68  -3.09  5.30
O  0.30  -1.38  3.84
H  0.68  -3.33  4.38
H  1.52  -2.17  5.35
H  -0.83  -1.44  6.24
H  -0.24  -2.99  6.77
H  -2.43  -2.93  5.89
H  -0.35  -1.79  3.24
C  1.47  -2.77  -3.95
C  2.13  -1.45  -3.58
O  2.04  -1.16  -2.19
O  2.39  -3.84  -3.74
H  1.13  -2.61  -4.98
H  0.60  -2.99  -3.33
H  1.68  -0.62  -4.13
H  3.17  -1.47  -3.95
H  2.53  -1.82  -1.68
H  1.92  -4.58  -3.35
C  -0.98  -0.45  -5.36
C  -0.17  0.20  -6.45
O  1.08  -0.40  -6.70
O  -1.25  -1.82  -5.65
H  -1.93  0.08  -5.23
H  -0.48  -0.39  -4.38
H  -0.07  1.25  -6.19
H  -0.81  0.19  -7.35
H  0.91  -1.32  -6.93
H  -1.87  -2.16  -4.98
C  -4.48  0.83  -0.48
O  -4.89  0.38  0.80
H  -3.63  0.23  -0.82
H  -5.25  0.68  -1.24
H  -4.19  1.88  -0.46
H  -5.60  0.96  1.09
C  4.58  0.97  -1.84
O  4.41  2.31  -1.36
H  3.94  0.28  -1.29
H  4.26  0.96  -2.88
H  5.65  0.72  -1.81
H  4.98  2.49  -0.61
C  1.69  0.93  5.53
O  2.47  0.26  4.57
H  0.85  1.46  5.08
H  1.19  0.21  6.19
H  2.28  1.63  6.11
H  1.91  -0.39  4.13
C  -1.90  3.07  -2.35
O  -2.24  1.76  -2.80
H  -0.84  3.19  -2.12
H  -2.18  3.80  -3.10
H  -2.40  3.30  -1.40
H  -1.66  1.18  -2.28
C  3.12  -2.02  1.67
O  3.21  -2.33  0.26
H  3.52  -1.03  1.88
H  2.10  -2.17  2.02
H  3.72  -2.79  2.18
H  4.15  -2.44  0.06
C  1.44  2.40  -3.21
O  1.59  2.72  -1.85
H  2.38  2.34  -3.76
H  0.96  1.42  -3.34
H  0.72  3.06  -3.70
H  2.52  2.59  -1.58
C  3.34  2.64  2.40
O  3.39  3.93  1.81
H  2.31  2.44  2.70
H  3.67  1.82  1.75
H  4.01  2.58  3.27
H  4.28  4.08  1.50
C  -2.72  -2.94  -2.62
O  -3.23  -2.86  -3.96
H  -3.47  -2.71  -1.86
H  -2.33  -3.94  -2.43
H  -1.83  -2.31  -2.53
H  -3.93  -2.20  -3.93
C  -2.50  1.70  2.73
O  -1.75  0.84  3.55
H  -2.34  1.46  1.67
H  -3.57  1.64  2.91
H  -2.22  2.75  2.87
H  -0.84  0.81  3.24
C  -0.03  -4.33  -0.53
O  -0.47  -5.52  -1.16
H  -0.79  -3.55  -0.60
H  0.20  -4.44  0.53
H  0.83  -3.87  -1.03
H  0.31  -5.95  -1.51

Here are the Löwdin charges for atoms 1 to 99, given in e: -0.20, -0.21, -0.08, -0.10, 0.11, 0.10, 0.12, 0.11, 0.06, 0.05, -0.21, -0.22, -0.08, -0.08, 0.10, 0.13, 0.11, 0.11, 0.03, 0.10, -0.24, -0.25, -0.07, -0.09, 0.11, 0.12, 0.12, 0.12, 0.08, 0.03, -0.23, -0.20, -0.08, -0.11, 0.13, 0.12, 0.13, 0.12, 0.10, 0.06, -0.22, -0.21, -0.10, -0.05, 0.10, 0.11, 0.09, 0.13, 0.07, 0.07, -0.25, -0.25, -0.05, -0.08, 0.12, 0.09, 0.12, 0.12, 0.08, 0.04, -0.15, -0.13, 0.06, 0.08, 0.08, 0.08, -0.11, -0.13, 0.06, 0.08, 0.09, 0.08, -0.15, -0.14, 0.08, 0.07, 0.08, 0.02, -0.15, -0.13, 0.05, 0.08, 0.07, 0.03, -0.10, -0.14, 0.08, 0.07, 0.09, 0.08, -0.14, -0.13, 0.09, 0.06, 0.08, 0.05, -0.16, -0.11, 0.07

2.
Molecular formula: C22H78BaF3O20
Method: DFT, the ωB97M-V functional and the def2-TZVPD basis

Calculated values
- ΔE to the lowest compared entry with this formula, charge and spin (eV) = 0.0000
- gap between HOMO and LUMO (eV) = 2.9
- HOMO level (hartree) = -0.32461
- net charge = +1
- energy (eV) = -73853.18337

Geometry (Å):
Ba  4.98  4.55  2.07
C  0.54  1.99  -1.08
O  0.64  0.93  -0.15
O  1.87  2.44  -1.20
C  -0.37  1.85  -2.40
F  -0.32  2.95  -3.13
F  -0.04  0.87  -3.23
F  -1.69  1.60  -2.23
C  -0.58  0.51  0.55
C  -0.29  -0.83  1.21
H  0.15  -1.59  0.55
H  0.42  -0.67  2.02
H  -1.21  -1.26  1.60
H  -1.41  0.29  -0.13
H  -0.99  1.21  1.28
H  0.08  2.77  -0.47
C  -3.30  -1.37  -7.40
O  -4.29  -2.39  -7.58
H  -2.35  -1.80  -7.11
H  -3.21  -0.86  -8.36
H  -3.61  -0.60  -6.68
H  -3.78  -3.17  -7.83
C  5.94  -1.29  2.12
O  5.11  -0.15  1.88
H  6.94  -1.08  2.49
H  5.45  -1.86  2.92
H  5.99  -1.93  1.24
H  4.26  -0.37  1.48
C  4.66  -1.27  -3.84
O  4.83  0.05  -4.34
H  3.64  -1.61  -4.02
H  5.43  -1.93  -4.25
H  4.82  -1.19  -2.77
H  4.34  0.64  -3.77
C  -2.54  4.85  -8.71
O  -2.77  5.09  -10.08
H  -1.71  4.15  -8.61
H  -2.33  5.74  -8.12
H  -3.40  4.32  -8.31
H  -3.00  4.25  -10.50
C  3.37  -5.49  5.47
O  3.25  -6.32  4.27
H  3.01  -4.47  5.31
H  2.80  -5.94  6.28
H  4.43  -5.51  5.68
H  3.10  -7.24  4.47
C  -7.51  0.50  -0.37
O  -7.90  1.74  0.18
H  -8.38  0.00  -0.79
H  -6.81  0.51  -1.21
H  -7.21  -0.21  0.40
H  -8.74  1.66  0.63
C  2.69  -1.21  -9.22
O  3.12  -0.43  -10.29
H  2.53  -0.54  -8.37
H  1.77  -1.70  -9.51
H  3.37  -2.04  -9.04
H  3.42  -1.03  -10.98
C  -1.80  -1.29  7.66
O  -2.38  -2.35  8.30
H  -2.26  -0.32  7.84
H  -0.75  -1.25  7.97
H  -1.87  -1.41  6.58
H  -2.20  -3.16  7.81
C  0.33  -9.23  0.41
O  -0.03  -7.89  0.49
H  0.03  -9.57  -0.57
H  1.41  -9.31  0.56
H  -0.04  -9.82  1.24
H  0.62  -7.48  1.06
C  2.67  2.10  6.48
O  2.30  3.07  5.47
H  2.36  2.48  7.45
H  2.18  1.14  6.29
H  3.73  1.86  6.52
H  1.36  3.22  5.60
C  -3.94  5.46  1.52
O  -4.58  4.59  2.40
H  -3.86  4.98  0.54
H  -4.49  6.40  1.53
H  -2.93  5.74  1.82
H  -5.23  4.12  1.87
C  -6.21  -4.64  3.74
O  -7.50  -5.14  3.55
H  -5.46  -5.10  3.11
H  -6.16  -3.58  3.49
H  -5.93  -4.74  4.79
H  -7.76  -5.24  2.63
C  0.99  8.25  0.65
O  1.31  7.32  1.64
H  -0.05  8.17  0.33
H  1.10  9.29  0.97
H  1.53  8.01  -0.26
H  0.68  7.54  2.33
C  8.51  3.95  -2.00
O  8.48  4.37  -0.69
H  8.58  2.87  -2.14
H  7.53  4.06  -2.46
H  9.24  4.51  -2.59
H  9.25  4.00  -0.26
C  4.00  5.25  -6.28
O  3.52  5.85  -5.14
H  3.34  4.49  -6.71
H  4.19  5.90  -7.13
H  4.97  4.78  -6.12
H  3.54  5.13  -4.51
C  -1.42  -7.61  5.67
O  -1.90  -6.94  6.85
H  -1.39  -6.83  4.91
H  -0.47  -8.12  5.79
H  -2.09  -8.39  5.33
H  -2.06  -7.64  7.49
C  -2.58  4.59  7.23
O  -2.07  3.88  6.10
H  -2.70  5.64  6.97
H  -3.50  4.11  7.56
H  -1.91  4.54  8.09
H  -2.76  3.75  5.45
C  -2.42  -3.91  -2.52
O  -2.97  -4.20  -1.27
H  -2.55  -4.75  -3.21
H  -2.77  -2.96  -2.94
H  -1.36  -3.69  -2.46
H  -2.59  -5.00  -0.90

Here are the Löwdin charges for atoms 1 to 99, given in e: 1.72, -0.44, -0.12, -0.26, -0.57, 0.15, 0.14, 0.11, -0.24, -0.09, 0.07, 0.06, 0.07, 0.10, 0.11, 0.13, -0.16, -0.13, 0.07, 0.07, 0.08, 0.07, -0.14, -0.16, 0.08, 0.07, 0.08, 0.08, -0.16, -0.13, 0.08, 0.08, 0.07, 0.07, -0.17, -0.12, 0.07, 0.08, 0.07, 0.07, -0.13, -0.15, 0.07, 0.07, 0.07, 0.06, -0.18, -0.12, 0.07, 0.08, 0.07, 0.08, -0.18, -0.12, 0.08, 0.07, 0.07, 0.07, -0.21, -0.10, 0.08, 0.07, 0.08, 0.08, -0.19, -0.12, 0.09, 0.08, 0.07, 0.07, -0.14, -0.16, 0.08, 0.08, 0.07, 0.07, -0.18, -0.12, 0.08, 0.08, 0.07, 0.08, -0.19, -0.11, 0.07, 0.07, 0.08, 0.08, -0.17, -0.14, 0.08, 0.08, 0.08, 0.08, -0.19, -0.14, 0.09, 0.08, 0.09

3.
Molecular formula: C22H78F2N2O32
Method: DFT, the ωB97M-V functional and the def2-TZVPD basis

Calculated values
- gap between HOMO and LUMO (eV) = 8.7
- HOMO level (hartree) = -0.35684
- energy (eV) = -98009.57803

Geometry (Å):
C  3.95  1.28  -0.15
C  4.04  0.32  -1.39
C  4.06  -1.22  -1.06
F  3.36  -1.88  -2.12
C  3.34  -1.62  0.26
C  4.12  -2.36  1.28
F  5.45  -2.65  1.02
C  3.59  -2.84  2.54
O  4.42  -3.59  3.44
C  4.60  -2.85  4.56
N  4.79  -2.21  5.49
C  2.20  -2.58  2.87
C  1.42  -1.84  1.86
C  1.93  -1.36  0.58
C  0.99  -0.63  -0.40
C  0.06  -1.64  -1.25
C  -1.41  -1.60  -0.68
C  -2.53  -1.95  -1.74
C  -3.56  -2.97  -1.12
C  -4.23  -2.49  0.22
C  -5.63  -1.79  0.03
C  -6.16  -1.41  1.49
O  -6.92  -0.17  1.48
C  -6.12  0.93  1.75
C  -6.14  2.11  0.70
O  -5.44  1.07  2.73
C  0.02  -1.73  2.53
O  -0.90  -1.02  2.26
N  0.00  -2.66  3.66
O  -0.81  -3.77  3.45
C  1.33  -2.98  4.10
O  1.73  -3.44  5.13
H  4.96  1.39  0.33
H  3.70  2.30  -0.55
H  3.14  1.03  0.59
H  4.99  0.55  -1.96
H  3.21  0.48  -2.14
H  5.13  -1.58  -1.03
H  0.34  0.05  0.22
H  1.50  0.02  -1.15
H  0.50  -2.67  -1.09
H  0.12  -1.38  -2.34
H  -1.47  -2.40  0.12
H  -1.63  -0.62  -0.20
H  -3.10  -1.04  -2.09
H  -2.05  -2.38  -2.66
H  -2.99  -3.91  -0.90
H  -4.35  -3.19  -1.89
H  -4.41  -3.41  0.85
H  -3.60  -1.80  0.84
H  -6.41  -2.46  -0.42
H  -5.54  -0.82  -0.51
H  -6.87  -2.20  1.87
H  -5.31  -1.36  2.21
H  -7.15  2.14  0.19
H  -6.05  3.08  1.26
H  -5.31  2.00  -0.05
H  -1.71  -3.43  3.61
O  7.23  -1.27  2.92
H  7.14  -1.66  2.04
H  6.52  -1.69  3.43
O  6.49  3.10  0.25
H  7.08  3.79  -0.09
H  7.07  2.54  0.78
O  3.97  4.30  -0.84
H  4.92  4.28  -0.72
H  3.67  4.97  -0.21
O  7.08  -2.36  -1.18
H  7.34  -2.92  -1.93
H  6.68  -2.98  -0.56
O  -6.22  -0.14  -2.80
H  -7.05  -0.61  -2.96
H  -6.04  0.31  -3.63
O  -6.28  0.68  -5.91
H  -6.54  0.07  -6.62
H  -6.35  1.55  -6.32
O  -7.55  -2.74  4.31
H  -8.18  -2.15  3.88
H  -7.46  -2.37  5.20
O  -0.03  1.88  -0.85
H  -0.68  2.47  -1.26
H  0.07  2.24  0.04
O  8.02  0.73  -0.16
H  8.27  0.17  -0.91
H  7.60  0.12  0.46
O  8.48  -2.12  -4.02
H  9.43  -2.17  -4.14
H  8.26  -1.20  -4.21
O  -9.12  -0.83  -3.98
H  -9.40  -1.67  -4.37
H  -9.95  -0.41  -3.72
O  -7.62  3.50  -5.81
H  -8.37  4.03  -6.09
H  -8.00  2.89  -5.17
O  -10.07  2.82  -5.28
H  -10.34  1.98  -5.67
H  -10.89  3.24  -5.02
O  -6.71  -2.57  -5.45
H  -5.82  -2.40  -5.12
H  -7.28  -2.07  -4.86
O  10.47  -2.02  3.53
H  9.70  -1.49  3.28
H  10.12  -2.64  4.18
O  -6.82  5.35  1.31
H  -7.46  5.92  0.87
H  -6.74  5.73  2.19
O  -0.10  2.95  1.90
H  0.79  3.12  2.21
H  -0.66  3.45  2.51
O  -9.49  4.12  2.13
H  -10.01  3.62  1.50
H  -8.68  4.32  1.65
O  -8.05  7.41  2.45
H  -8.70  7.98  2.01
H  -7.97  7.79  3.33
O  8.64  -4.95  -4.34
H  9.59  -5.01  -4.47
H  8.43  -4.03  -4.54
O  6.79  -5.40  4.49
H  6.02  -4.88  4.25
H  6.46  -6.03  5.14
O  11.60  -0.07  1.05
H  10.83  0.46  0.79
H  11.25  -0.69  1.70
O  5.39  1.37  4.76
H  4.95  0.62  5.17
H  6.09  0.97  4.23
O  8.21  2.85  -2.38
H  8.46  2.30  -3.12
H  7.79  2.24  -1.76
O  8.20  3.71  2.16
H  7.53  4.39  2.05
H  9.02  4.20  2.24
O  -8.86  3.49  -0.49
H  -9.38  2.99  -1.12
H  -8.04  3.69  -0.97

Here are the Löwdin charges for atoms 1 to 99, given in e: -0.08, -0.16, -0.22, -0.04, 0.01, -0.05, 0.03, -0.08, 0.05, -0.31, 0.23, 0.05, 0.04, -0.05, -0.14, -0.14, -0.21, -0.20, -0.21, -0.20, -0.15, -0.18, -0.05, -0.48, 0.01, 0.10, -0.30, 0.16, -0.05, 0.05, -0.31, 0.17, 0.06, 0.06, 0.07, 0.12, 0.11, 0.11, 0.09, 0.09, 0.12, 0.12, 0.10, 0.10, 0.11, 0.10, 0.11, 0.10, 0.12, 0.10, 0.12, 0.10, 0.11, 0.12, 0.07, 0.07, 0.09, 0.13, -0.03, 0.02, 0.01, -0.08, 0.05, 0.01, -0.06, 0.01, 0.05, -0.06, 0.04, 0.03, -0.06, 0.00, 0.01, -0.06, 0.04, 0.02, -0.06, 0.03, 0.04, -0.06, 0.05, 0.00, -0.04, 0.05, 0.04, -0.04, 0.06, 0.06, -0.04, 0.05, 0.05, -0.07, 0.02, 0.01, -0.05, 0.06, 0.06, -0.05, 0.04

Which formula does entry 2 have?
C22H78BaF3O20

What is the formula in the third record?
C22H78F2N2O32

What is the energy in the third record?
-98009.57803 eV